{
  "formula": "C17H13BrN4OS",
  "method": "ωB97M-V/def2-TZVPD",
  "molar_mass_da": 401.29,
  "total_charge": 0,
  "e_homo_ev": -8.42,
  "spin_multiplicity": 1,
  "gap_ha": 0.2994,
  "e_tot_ev": -106723.4463,
  "symbols": ["O", "S", "Br", "N", "C", "C", "C", "C", "C", "C", "C", "C", "C", "C", "C", "C", "C", "C", "C", "C", "C", "N", "N", "N", "H", "H", "H", "H", "H", "H", "H", "H", "H", "H", "H", "H", "H"],
  "xyz": [[2.24641, 0.19530, -1.22457], [-4.45133, -1.47874, 3.15029], [-3.75733, -3.85099, -3.95452], [-1.01285, 0.10694, 2.29494], [1.79855, 1.04616, -0.45246], [-3.10582, -0.71866, 2.33082], [-1.32440, -0.19241, 1.09935], [-0.62808, -0.62001, -1.26944], [-0.52899, 0.14063, -0.15889], [4.31514, 4.35380, 0.69309], [4.53614, 3.70778, -0.48142], [3.10219, 4.01932, 1.41992], [-1.77906, -4.18694, -0.36710], [-2.62446, -4.36353, -1.42508], [3.82322, 2.59664, -0.83282], [2.20817, 2.99392, 1.04104], [-1.03020, -3.00248, -0.43362], [-2.20379, -2.24119, -2.40335], [-2.72954, -3.49951, -2.39561], [2.62128, 2.20539, -0.07269], [-1.30307, -1.95612, -1.32023], [-2.16160, 0.01466, 2.98982], [-2.70064, -0.59788, 1.00445], [0.50282, 1.18178, -0.10410], [0.06931, -0.46108, -2.04902], [4.84096, 5.23162, 1.03645], [5.27503, 4.09843, -1.06204], [2.89417, 4.56983, 2.27629], [-1.55401, -4.99124, 0.34103], [-3.32709, -5.19171, -1.46395], [4.10334, 2.17167, -1.76700], [1.27070, 2.87364, 1.56791], [-0.25229, -2.87359, 0.24478], [-2.42961, -1.70321, -3.34435], [-2.19614, -0.01568, 3.99637], [-2.87526, -1.40684, 0.43342], [0.36814, 1.84432, 0.66228]],
  "lowdin_charge": [0.067, 0.472, 0.765, 0.117, -0.446, -0.796, -0.246, 0.037, -0.101, -0.051, -0.112, -0.043, -0.029, -0.171, 0.024, -0.016, -0.038, -0.075, -0.711, -0.091, -0.197, -0.008, 0.151, 0.129, 0.109, 0.103, 0.080, 0.072, 0.124, 0.115, 0.107, 0.101, 0.101, 0.103, 0.135, 0.117, 0.101]
}